The following is a DFT calculation (the ωB97M-V functional and the def2-TZVPD basis) of C17H20FN4OPdSSi as an isolated structure.

Structure (ORCA input):
```
! wB97M-V def2-TZVPD RIJCOSX def2/J DEFGRID3
* xyz -1 3
Pd -0.30474 0.64315 0.57486
N 2.27214 -1.59214 3.28866
C 1.72375 -0.64920 2.44409
S 0.08329 -0.18985 2.82389
N 2.49486 -0.18815 1.51792
N 1.93630 0.75110 0.69337
C 2.69755 1.23215 -0.21458
C 2.30504 2.24799 -1.15592
C 3.21044 2.61532 -2.16031
C 2.91183 3.56668 -3.10899
C 1.66233 4.19556 -3.06180
C 0.75133 3.86957 -2.08720
C 1.02286 2.88760 -1.09293
O 0.14015 2.64746 -0.18694
H 1.59544 -2.19425 3.72522
H 3.10030 -2.04742 2.93852
H 3.71743 0.84761 -0.28058
H 4.18376 2.13355 -2.17986
H 3.62923 3.82291 -3.87836
H 1.40868 4.94509 -3.80326
H -0.21090 4.36433 -2.03253
C -2.76446 2.29624 1.53353
Si -3.22910 1.26286 0.00602
C -5.12605 1.11749 0.07467
C -2.82562 2.19480 -1.59362
N -2.27491 -0.15740 0.00079
C -2.52505 -1.48552 -0.00121
C -3.82096 -2.05178 0.06126
C -4.03071 -3.41846 0.05340
C -2.97097 -4.31140 -0.01366
C -1.67787 -3.80445 -0.08278
C -1.48761 -2.44639 -0.08578
F -0.21488 -1.99351 -0.19061
H -3.33810 3.22608 1.59115
H -1.70932 2.56842 1.50512
H -2.94130 1.72802 2.45004
H -5.58425 2.10941 0.09045
H -5.44694 0.58805 0.97610
H -5.52218 0.58457 -0.79382
H -3.16610 3.23407 -1.57477
H -3.27711 1.70362 -2.45975
H -1.74401 2.20179 -1.73047
H -4.65810 -1.36941 0.12733
H -5.04705 -3.79294 0.10750
H -3.14613 -5.37911 -0.01723
H -0.81879 -4.46122 -0.13843
*
```

Output
- LUMO level (spin up / spin down): 3.1 / 1.8 eV
- HOMO energy (spin up / spin down): -4.20 / -4.27 eV

Löwdin atomic charge list, values in e, 8 entries: 0.8196 0.0299 -0.9014 0.5511 -0.0328 -0.1048 -0.0987 -0.1582

=====

The following is a DFT calculation (the ωB97M-V functional and the def2-TZVPD basis) of C17H20FeN2S2 as an isolated structure.

Structure (ORCA input):
```
! wB97M-V def2-TZVPD RIJCOSX def2/J DEFGRID3
* xyz -1 2
Fe 1.25918 -1.41641 0.48433
C 0.63258 1.88589 0.76473
N 0.85538 1.10379 -0.44617
C -0.31462 1.02199 -1.30697
C -1.51772 0.35859 -0.62587
N -1.20212 -0.95201 -0.05077
C -1.45622 -2.01731 -1.02107
C -1.95912 -1.17181 1.17013
C -3.34442 -1.22541 1.12713
C -4.10582 -1.44241 2.26373
C -3.45982 -1.59651 3.48403
C -2.08992 -1.52281 3.54823
C -1.29972 -1.29111 2.41003
S 0.40448 -1.08861 2.64083
C 2.00258 1.62989 -1.14977
C 1.97468 2.86649 -1.77917
C 3.10058 3.39069 -2.39597
C 4.29118 2.67979 -2.35417
C 4.33428 1.44879 -1.74397
C 3.19698 0.88529 -1.15027
S 3.30438 -0.69751 -0.46797
H 0.27208 2.90349 0.54663
H 1.57488 1.95639 1.30503
H -0.08432 1.37969 1.40843
H -0.02042 0.44909 -2.19237
H -0.65462 2.02069 -1.64567
H -2.31672 0.28069 -1.38317
H -1.87992 1.01349 0.17163
H -2.51852 -2.09791 -1.29347
H -1.10242 -2.96141 -0.59337
H -0.87492 -1.82901 -1.92307
H -3.84872 -1.08851 0.17923
H -5.18422 -1.49171 2.19723
H -4.04032 -1.76141 4.38313
H -1.58332 -1.63741 4.49613
H 1.05758 3.44609 -1.78817
H 3.04958 4.34939 -2.89657
H 5.18818 3.09639 -2.79527
H 5.25098 0.87739 -1.70697
C 1.03308 -3.49441 0.09963
H 1.43038 -4.02151 -0.77497
H 0.64488 -4.23891 0.80513
*
```

Output
- LUMO level (spin up / spin down): 3.0 / 3.0 eV
- HOMO energy (spin up / spin down): -3.62 / -3.45 eV
- Energy relative to the best compared isomer or geometry (same formula, charge and spin): 131.44 kJ/mol

Löwdin atomic charge list, values in e, 8 entries: 0.0474 -0.0908 -0.1971 -0.1800 -0.1817 -0.1850 -0.1018 -0.2775

=====

The following is a DFT calculation (the ωB97M-V functional and the def2-TZVPD basis) of C17H20GaN6O12S as an isolated structure.

Structure (ORCA input):
```
! wB97M-V def2-TZVPD RIJCOSX def2/J DEFGRID3
* xyz -1 1
Ga 0.44280 -0.45158 0.12718
O -2.86428 -2.58666 -0.25789
C -1.68189 -2.29935 -0.23668
O -1.24192 -1.09097 -0.47612
C -0.65942 -3.39270 -0.02240
C -1.13020 -4.60893 0.40731
C -0.27749 -5.70007 0.51526
C 1.04247 -5.61062 0.12759
C 1.51633 -4.40857 -0.33511
C 0.72757 -3.21894 -0.33547
O 1.25119 -2.08121 -0.59933
N 2.89828 -4.39899 -0.83595
O 3.19763 -3.58978 -1.69023
O 3.66036 -5.25647 -0.41657
N -0.79358 -6.98097 0.99184
O -0.04423 -7.94433 0.99120
O -1.95415 -7.02873 1.36027
H -2.18071 -4.70883 0.63694
H 1.69231 -6.47094 0.16829
C 1.82253 2.73585 -0.75233
C 1.91510 1.56206 -1.66343
N 1.12093 0.50383 -1.70923
C 1.64239 -0.33671 -2.68835
C 2.72597 0.23620 -3.25109
N 2.88086 1.44575 -2.59253
H 2.04520 2.42306 0.26925
H 0.81908 3.15618 -0.77984
H 2.52982 3.50627 -1.06080
H 1.20863 -1.29880 -2.88930
H 3.40351 -0.10137 -4.01456
H 3.64452 2.08788 -2.70305
C -0.21604 2.91378 2.70721
N -1.16373 3.18747 1.63472
C -1.79352 4.49484 1.64853
C -3.08155 4.47262 0.85854
C -2.77979 3.93925 -0.52401
N -2.10829 2.65314 -0.43864
C -2.23810 1.77952 -1.59784
C -1.26306 2.33160 0.58356
O -0.60961 1.28681 0.57985
H 0.61601 3.62498 2.67855
H 0.19746 1.91543 2.62201
H -0.72729 3.01075 3.66765
H -1.11362 5.25162 1.23416
H -1.97327 4.76292 2.68966
H -3.50434 5.47567 0.79683
H -3.80552 3.82014 1.35099
H -2.16662 4.66011 -1.08108
H -3.69705 3.79223 -1.09439
H -1.72091 2.20291 -2.46589
H -3.29762 1.67335 -1.83671
H -1.84031 0.79485 -1.38195
O 2.81235 -1.48011 2.52243
S 1.84186 -0.44028 2.30493
O 0.45059 -1.03108 1.99347
O 2.07268 0.24453 0.92353
O 1.74969 0.57140 3.33903
*
```

Output
- LUMO level: 2.0 eV
- HOMO energy: -5.76 eV
- Energy relative to the best compared isomer or geometry (same formula, charge and spin): 84.77 kJ/mol

Löwdin atomic charge list, values in e, 8 entries: 0.2122 0.0649 -0.5229 -0.0092 -0.0312 0.0721 -0.1384 0.0722

=====

The following is a DFT calculation (the ωB97M-V functional and the def2-TZVPD basis) of one molecule with the formula C17H20N2O4.

Structure (ORCA input):
```
! wB97M-V def2-TZVPD RIJCOSX def2/J DEFGRID3
* xyz 0 1
O -1.16123 -2.88304 1.30252
C -0.57553 -2.28955 0.43873
C 0.84261 -2.51029 -0.02973
C 1.17569 -1.28059 -0.89679
N 2.05426 -0.30469 -0.29436
C 1.50083 0.35796 0.86947
C 2.43079 1.43130 1.43828
C 3.16596 2.23072 0.36046
C 4.49980 1.59777 -0.03382
C 4.34876 0.31757 -0.84943
C 3.44250 -0.72294 -0.18548
C -0.19240 -0.65429 -1.16818
O -0.44764 0.20258 -1.96760
N -1.11245 -1.26114 -0.32695
C -2.46707 -0.85062 -0.23279
C -3.46804 -1.80873 -0.18676
C -4.80776 -1.44427 -0.08866
C -5.09329 -0.10159 -0.05083
C -4.08168 0.86101 -0.10198
C -2.75666 0.51721 -0.18728
O -4.63775 2.10771 -0.04130
C -6.03313 1.90680 0.03720
O -6.30727 0.52157 0.03774
H 1.51363 -2.63334 0.81989
H 0.87055 -3.43251 -0.61237
H 1.61931 -1.56201 -1.85738
H 0.57371 0.84145 0.54492
H 1.24078 -0.35023 1.67840
H 3.16259 0.98050 2.11132
H 1.81596 2.10235 2.04141
H 2.52933 2.32363 -0.51942
H 3.36528 3.23422 0.74268
H 5.07388 2.31596 -0.62356
H 5.07397 1.38627 0.87228
H 3.91710 0.55813 -1.82211
H 5.33629 -0.11956 -1.01261
H 3.57251 -1.67706 -0.70327
H 3.73906 -0.87525 0.85898
H -3.20661 -2.85352 -0.21641
H -5.58919 -2.18340 -0.04777
H -1.98479 1.26509 -0.23269
H -6.52346 2.37931 -0.82907
H -6.41923 2.35949 0.96433
*
```

Output
- LUMO level: 0.8 eV
- HOMO energy: -8.14 eV
- Energy relative to the best compared isomer or geometry (same formula, charge and spin): 195.38 kJ/mol

Löwdin atomic charge list, values in e, 8 entries: 0.1182 -0.4118 -0.0121 -0.2066 -0.1324 -0.1789 -0.1742 -0.1978

=====

The following is a DFT calculation (the ωB97M-V functional and the def2-TZVPD basis) of one molecule with the formula C17H20N2O5S2.

Structure (ORCA input):
```
! wB97M-V def2-TZVPD RIJCOSX def2/J DEFGRID3
* xyz 0 1
C 0.31371 0.68610 -4.07649
C 1.56428 0.61464 -3.21415
O 1.42509 1.42030 -2.03731
C 1.78215 2.70167 -2.12565
O 2.23960 3.22534 -3.10421
C 1.56197 3.42067 -0.79561
N 0.66105 2.69785 0.06273
C 1.12568 1.76565 0.91851
O 2.27838 1.69901 1.28752
C 0.02724 0.78377 1.37032
C 0.53776 -0.21251 2.43212
C 1.08131 -1.45766 1.78596
C 2.35391 -1.46627 1.22791
C 2.83032 -2.59705 0.58851
C 2.04121 -3.73177 0.49865
C 0.77394 -3.73160 1.05539
C 0.29787 -2.60023 1.69451
N -0.48007 0.07963 0.20589
S -1.89144 0.56861 -0.48758
O -1.97137 -0.05294 -1.77188
O -2.04512 1.99987 -0.40246
C -3.06280 -0.15686 0.60829
C -3.87419 0.46777 1.50523
C -4.63902 -0.44893 2.25693
C -4.38109 -1.73983 1.91231
S -3.20628 -1.86435 0.66219
H 0.17903 1.69810 -4.45097
H -0.56189 0.40139 -3.49649
H 0.41834 0.01044 -4.92044
H 2.44071 0.96113 -3.77143
H 1.73397 -0.39998 -2.84602
H 1.19266 4.42874 -0.99309
H 2.53177 3.48714 -0.28929
H -0.31293 2.64875 -0.22456
H -0.81231 1.36477 1.76675
H 1.32331 0.28718 3.00117
H -0.28003 -0.47540 3.10426
H 2.96446 -0.57858 1.29491
H 3.82182 -2.59346 0.15947
H 2.41383 -4.61386 -0.00113
H 0.15398 -4.61387 0.99161
H -0.69216 -2.60658 2.12841
H 0.22134 -0.22635 -0.44891
H -3.91675 1.53677 1.60277
H -5.34393 -0.15865 3.01421
H -4.81935 -2.62857 2.32114
*
```

Output
- LUMO level: 0.2 eV
- HOMO energy: -9.26 eV
- Energy relative to the best compared isomer or geometry (same formula, charge and spin): 11.79 kJ/mol

Löwdin atomic charge list, values in e, 8 entries: -0.0488 -0.1982 -0.0204 -0.4674 0.1208 -0.0459 0.0752 -0.4411